1.
The following is a quantum chemistry calculation of an isolated ion of composition C7H15N4 and charge +1 in a non-equilibrium geometry, from OMol25.

The geometry in ORCA input format:
```
! wB97M-V def2-TZVPD RIJCOSX def2/J DEFGRID3
* xyz 1 1
H 2.74736 1.53740 0.39736
C 2.22730 0.97911 -0.32647
H 0.41535 -0.30532 -2.38919
H -0.52583 1.29692 -1.99099
C 0.05928 1.73676 0.30566
C -1.32500 1.14319 0.66142
H 0.94075 -1.09212 3.50038
C -0.94140 -2.26954 -0.23485
N -0.71515 -0.12631 2.54882
H 1.45462 -2.21799 1.30632
H -1.95116 1.82708 1.27938
H 2.89512 0.38162 -0.96225
H -0.02923 2.76208 -0.26567
H -1.29801 -2.10235 -1.23817
N 0.65741 -1.56410 1.46538
C 0.46123 0.78159 -1.94324
H -0.28435 -3.10341 -0.21361
C 0.32207 -0.95310 2.60019
H -2.22437 -0.53959 1.08675
N 0.90287 0.97579 -0.60354
H 1.11671 1.34291 -2.77278
H -1.91048 -2.45814 0.33746
N -1.22248 -0.15348 1.27448
H 0.54904 1.94002 1.26440
C -0.23011 -1.05715 0.42441
H -1.83343 1.05584 -0.32685
*
```

## Properties
* E_HOMO (alpha / beta): -0.382 / -0.414 hartree
* LUMO (alpha / beta): -4.4 / -3.5 eV
* max |F|: 4.5 eV Å⁻¹
* ΔE to the lowest compared entry with this formula, charge and spin: 5.6455 eV

2.
The following is a quantum chemistry calculation of C14H29O4S as an isolated structure in a non-equilibrium geometry, from OMol25.

The geometry in ORCA input format:
```
! wB97M-V def2-TZVPD RIJCOSX def2/J DEFGRID3
* xyz -1 1
H -0.84870 -2.66882 -4.16843
C 2.02947 1.61482 3.54324
H -1.25301 -0.20149 -4.70036
C -2.07076 -0.95976 -2.21271
H -0.03635 1.60416 4.11528
H 2.11621 0.62735 3.79737
O -0.18440 -1.51143 3.73163
H -1.07850 -4.06620 -1.33589
C -2.17418 -2.44486 -1.53383
H -0.06802 -0.63912 -2.19866
C 1.06975 2.17817 4.27367
H 0.03169 -2.93207 -1.53621
H -1.06978 -0.44688 0.18812
H 0.83587 1.91661 -0.49828
C -0.86421 0.09823 -1.89732
O -1.45232 0.46721 3.16456
H 4.23823 1.60594 3.40388
H -0.03404 1.74637 -2.54080
H -2.17245 -2.03280 -0.17977
H 3.71208 2.24885 4.85942
C 0.77291 0.83139 1.60647
O -1.27846 -1.70359 1.71119
C 0.70210 0.84371 -0.00554
H 1.80257 2.78783 1.63218
H -0.21628 1.29907 1.90630
H 1.02646 2.26248 5.41214
H -0.38437 -4.33550 -3.74164
H -0.53362 1.62462 -4.96149
C -0.33789 0.68582 -4.34724
C 3.58651 1.95870 3.94560
H 0.71051 3.30467 4.10798
H -3.05165 -2.68255 -1.54020
H -2.09239 -3.97907 -3.81984
H -1.81527 1.55311 -2.77369
H 3.42504 3.23292 3.58320
C 1.91394 1.77914 1.98252
C -1.06446 -3.33338 -2.03109
H 1.30975 0.10352 -0.27238
C -1.16808 -3.59400 -3.41524
H 2.78873 1.10393 1.42186
H 0.71700 0.00583 -4.38193
H -1.36770 1.14648 -0.35484
H -2.92127 -0.25503 -1.76528
C -0.66811 1.13819 -2.97174
S -0.75836 -0.91690 2.74728
C -0.65785 0.31402 -0.47305
O 0.88261 -0.31134 1.86214
H -2.04891 -1.06834 -3.33859
*
```

## Properties
* E_HOMO: -0.179 hartree
* LUMO: 3.0 eV
* max |F|: 16.2 eV Å⁻¹
* ΔE to the lowest compared entry with this formula, charge and spin: 15.8880 eV

3.
The following is a quantum chemistry calculation of C22H28N10O3Zn as an isolated structure in a non-equilibrium geometry, from OMol25.

The geometry in ORCA input format:
```
! wB97M-V def2-TZVPD RIJCOSX def2/J DEFGRID3
* xyz 0 1
N -0.50324 -4.32045 0.47150
N 2.02858 -0.23452 1.69566
H 3.59470 1.20048 0.33761
H 3.14100 -2.04181 2.98119
H -2.81934 -0.07255 -4.92133
N -0.15676 -2.16995 -0.13538
C 2.36608 -2.15627 3.72627
C 1.62068 4.25074 -2.83154
H -2.79491 0.34874 0.74035
O -0.15921 2.33653 -0.34876
H 1.64255 -3.79686 6.59980
Zn -0.20911 0.37968 0.10684
H 1.37513 -4.80242 -0.35533
H -0.43924 -2.48247 6.35985
C 2.55068 1.25870 0.02151
H 4.17300 2.32775 -1.74262
N 1.67806 0.53551 0.61356
N -2.23828 0.19595 -0.09101
H -0.90695 -6.33839 0.65226
H -4.77824 0.08705 -0.31663
N -2.37124 -0.25214 -2.38830
H -0.33306 -5.58483 2.15676
C 0.18543 -1.54879 4.53404
H 1.40680 5.03616 -3.54764
H -1.27469 -1.64776 2.05504
H -1.70136 1.28562 -5.14286
C -2.91854 -0.06563 -1.13834
H 1.02305 0.43693 -4.68598
H 0.48426 -0.98644 -5.60497
C 1.51515 -3.13110 5.75558
N -0.86671 -0.39625 -4.15032
C -0.94971 -5.43966 1.26370
C -1.78126 0.19252 -5.11877
H 3.69818 4.08851 -3.40480
C 2.91511 3.72325 -2.75380
C 0.82697 2.73677 -1.07349
H -0.71080 -0.95272 4.42008
N -4.28560 -0.23951 -1.12819
N -0.11454 0.07312 -1.96564
C 1.18903 -1.42603 3.57545
C 0.34573 -2.39656 5.61886
C 0.50514 -0.52801 -4.61785
H -4.79945 -0.19150 -1.99006
C 0.51970 -2.92966 -1.04908
C -1.03642 -0.15975 -2.79906
C 0.62046 3.78285 -2.01634
C 0.39524 -4.41361 -0.64684
O 1.11950 -2.55759 -2.03686
C 2.17350 2.22270 -0.98845
H -1.67617 -3.29809 2.47620
C -0.71903 -3.01263 0.74130
H -1.53102 -0.19602 -6.10302
H -0.00373 -5.01565 -1.46500
H -0.38198 4.18887 -2.07891
C 0.97251 -0.53937 2.39975
C 2.52550 -3.00240 4.81166
O -0.24058 -0.12450 2.15867
N -1.49662 -2.62268 1.75163
H 0.81143 0.16061 -2.36267
H -1.98598 -5.29001 1.57177
H -2.99865 -0.61923 -3.07919
H 1.04592 -1.19049 -3.94569
H 3.44227 -3.56695 4.92597
C 3.17266 2.74013 -1.82765
*
```

## Properties
* E_HOMO: -0.239 hartree
* LUMO: 0.1 eV
* max |F|: 1.1 eV Å⁻¹
* ΔE to the lowest compared entry with this formula, charge and spin: 0.6092 eV

Q: Among the records above, which one has the highest max |F|?
A: C14H29O4S

Q: Which formula does entry 3 have?
A: C22H28N10O3Zn

Copy entry 3 word for word.
The following is a quantum chemistry calculation of C22H28N10O3Zn as an isolated structure in a non-equilibrium geometry, from OMol25.

The geometry in ORCA input format:
```
! wB97M-V def2-TZVPD RIJCOSX def2/J DEFGRID3
* xyz 0 1
N -0.50324 -4.32045 0.47150
N 2.02858 -0.23452 1.69566
H 3.59470 1.20048 0.33761
H 3.14100 -2.04181 2.98119
H -2.81934 -0.07255 -4.92133
N -0.15676 -2.16995 -0.13538
C 2.36608 -2.15627 3.72627
C 1.62068 4.25074 -2.83154
H -2.79491 0.34874 0.74035
O -0.15921 2.33653 -0.34876
H 1.64255 -3.79686 6.59980
Zn -0.20911 0.37968 0.10684
H 1.37513 -4.80242 -0.35533
H -0.43924 -2.48247 6.35985
C 2.55068 1.25870 0.02151
H 4.17300 2.32775 -1.74262
N 1.67806 0.53551 0.61356
N -2.23828 0.19595 -0.09101
H -0.90695 -6.33839 0.65226
H -4.77824 0.08705 -0.31663
N -2.37124 -0.25214 -2.38830
H -0.33306 -5.58483 2.15676
C 0.18543 -1.54879 4.53404
H 1.40680 5.03616 -3.54764
H -1.27469 -1.64776 2.05504
H -1.70136 1.28562 -5.14286
C -2.91854 -0.06563 -1.13834
H 1.02305 0.43693 -4.68598
H 0.48426 -0.98644 -5.60497
C 1.51515 -3.13110 5.75558
N -0.86671 -0.39625 -4.15032
C -0.94971 -5.43966 1.26370
C -1.78126 0.19252 -5.11877
H 3.69818 4.08851 -3.40480
C 2.91511 3.72325 -2.75380
C 0.82697 2.73677 -1.07349
H -0.71080 -0.95272 4.42008
N -4.28560 -0.23951 -1.12819
N -0.11454 0.07312 -1.96564
C 1.18903 -1.42603 3.57545
C 0.34573 -2.39656 5.61886
C 0.50514 -0.52801 -4.61785
H -4.79945 -0.19150 -1.99006
C 0.51970 -2.92966 -1.04908
C -1.03642 -0.15975 -2.79906
C 0.62046 3.78285 -2.01634
C 0.39524 -4.41361 -0.64684
O 1.11950 -2.55759 -2.03686
C 2.17350 2.22270 -0.98845
H -1.67617 -3.29809 2.47620
C -0.71903 -3.01263 0.74130
H -1.53102 -0.19602 -6.10302
H -0.00373 -5.01565 -1.46500
H -0.38198 4.18887 -2.07891
C 0.97251 -0.53937 2.39975
C 2.52550 -3.00240 4.81166
O -0.24058 -0.12450 2.15867
N -1.49662 -2.62268 1.75163
H 0.81143 0.16061 -2.36267
H -1.98598 -5.29001 1.57177
H -2.99865 -0.61923 -3.07919
H 1.04592 -1.19049 -3.94569
H 3.44227 -3.56695 4.92597
C 3.17266 2.74013 -1.82765
*
```

## Properties
* E_HOMO: -0.239 hartree
* LUMO: 0.1 eV
* max |F|: 1.1 eV Å⁻¹
* ΔE to the lowest compared entry with this formula, charge and spin: 0.6092 eV